(1)
Molecular formula: C58H73N3O3
Method: DFT, the ωB97M-V functional and the def2-TZVPD basis

Summary:
Lowest unoccupied orbital energy   -0.0424 hartree
Largest force on an atom   2.649 eV/Å
Gap between HOMO and LUMO   3.901 eV
Total energy   -71939.1656 eV
Net charge   0
M   860.24 Da

Last column: Mulliken charge in e.
CARTESIAN COORDINATES (ANGSTROEM)
O 5.6403 1.6112 3.3606  -0.46
O -1.7550 7.3137 8.0753  -0.83
O 1.2528 -3.8283 9.8168  -0.47
N -1.9976 0.4793 2.5991  1.39
N -0.1954 -0.4865 1.9417  2.41
N -1.5156 -0.5840 1.9234  -1.55
C 0.6117 -1.4434 1.2558  -0.72
C -6.1949 1.0437 2.4175  -1.17
C -2.8062 5.7110 10.2955  -1.69
C -0.2216 -0.7816 8.3853  -0.39
C 3.3795 2.5544 3.2034  -0.88
C -1.7435 8.2944 5.3278  -1.70
C 1.5770 -1.0350 0.3077  0.40
C 2.3316 -3.3203 0.1207  -1.47
C -0.6018 6.2447 6.3035  -0.44
C 3.7641 0.1499 3.4438  -1.10
C 1.2789 -3.7460 0.9244  -0.36
C -1.0509 2.3680 4.1331  -1.60
C 0.5731 8.3955 6.2396  -1.73
C -0.9228 1.2473 3.1306  -0.36
C -3.0754 -0.2802 5.4893  -0.20
C -0.6102 1.2566 6.2457  -2.09
C 2.0227 2.3081 3.0101  -0.55
C 0.8867 -2.8575 8.9430  0.69
C 0.1381 0.1542 6.0701  0.83
C 4.2817 1.4731 3.3805  0.36
C -5.6330 0.2026 3.3843  -0.59
C -1.5863 -4.4352 1.5347  -1.71
C 1.5309 0.9845 2.9590  1.06
C -1.1369 5.0333 8.4548  -0.49
C 6.1984 2.9296 3.3544  -0.87
C -3.4532 0.6390 2.5062  -0.62
C 0.3872 -2.8165 1.4705  0.79
C -0.3717 6.0773 10.5858  -1.78
C 0.2882 -0.8751 7.0737  -0.23
C 2.4605 -1.9715 -0.2242  -0.52
C -0.3552 5.0059 5.7483  -0.49
C -1.1823 6.2773 7.6590  0.97
C -4.2743 -0.1144 3.3660  -0.22
C -3.3298 1.1912 -0.9984  -1.53
C -1.4153 5.1306 9.9867  2.36
C 3.0043 0.9721 -0.3465  -1.68
C -0.7817 -3.3667 2.2899  1.56
C -1.0147 3.8410 7.7470  -0.22
C 1.2626 -3.0169 7.5934  -1.18
C -0.5734 3.7944 6.3956  -0.98
C -5.3792 1.6042 1.4353  -0.32
C -4.0029 1.3723 1.4376  0.32
C -0.3681 -3.8279 3.6830  -1.36
C -1.2614 3.7753 10.6585  -2.07
C -3.6197 -1.0891 4.3289  2.23
C -3.0769 3.3998 0.2549  -1.59
C 0.1835 0.6556 2.6572  -0.95
C 2.4218 -0.0794 3.2205  0.07
C 0.8867 0.4237 -1.6293  -1.65
C 0.2026 -1.6970 9.3298  -0.63
C 1.5812 0.3961 -0.2783  1.58
C 0.1371 7.2137 4.0891  -1.96
C 0.9342 -2.0523 6.6827  0.16
C -3.0757 1.8853 0.3495  2.21
C 0.6509 -3.9298 11.1245  -0.82
C -4.5005 -2.2816 4.7153  -1.97
C -0.2792 2.5177 5.5304  3.19
C -0.4194 7.5262 5.4719  2.32
H -4.8977 -2.7762 3.8159  0.41
H 1.0415 6.6035 4.1530  0.37
H 1.0238 1.0253 0.4258  -0.15
H -2.7654 3.8278 1.2112  0.39
H -2.0795 1.5735 0.6768  -1.08
H -0.4212 -3.6927 11.0806  0.37
H -2.7552 -1.5100 3.7946  -1.02
H -1.4722 -2.5353 2.4160  -0.56
H 1.3379 3.1576 2.9129  0.51
H 1.5067 7.8460 6.3951  0.33
H -0.8836 0.0607 8.6179  0.41
H 3.5373 0.8524 0.6077  0.30
H -2.5985 1.5000 -1.7597  0.40
H 0.8099 -4.9698 11.4508  0.24
H -4.0786 3.7751 0.0253  0.32
H -2.1735 8.4904 6.3187  0.32
H 0.8634 2.6527 5.2693  0.21
H 1.1539 -3.2203 11.7986  0.31
H -1.3778 3.8744 11.7400  0.43
H 3.5963 0.4798 -1.1309  0.45
H -2.0100 3.0692 10.3058  0.35
H -0.1248 0.0224 -1.5485  0.40
H -1.2496 -4.1288 4.2707  0.38
H 0.1198 -3.0102 4.2248  0.22
H -1.2081 2.9024 8.2867  0.21
H 0.3977 8.1383 3.5704  0.44
H -0.6818 3.2713 3.6484  1.08
H 2.9410 2.0462 -0.5800  0.37
H 0.1669 8.6514 7.2203  0.34
H -2.4658 -4.7065 2.1389  0.42
H 5.8405 3.5380 4.1955  0.34
H 0.8006 9.3211 5.7036  0.45
H -4.3420 1.4187 -1.3732  0.34
H -5.8433 2.2493 0.6877  0.41
H 1.4334 -0.1730 -2.3625  0.33
H -0.5935 6.6804 3.4790  0.28
H 0.3446 -4.6602 3.6368  0.43
H -2.3952 0.4891 5.1059  -0.50
H -2.9186 5.8221 11.3836  0.45
H 7.2612 2.7419 3.4581  0.26
H -0.0012 -1.5110 10.3700  0.51
H 1.1275 -4.8137 1.1082  0.39
H 2.0282 -1.0835 3.3093  0.46
H -1.5565 9.2438 4.8059  0.45
H 1.2504 -2.2134 5.6535  0.27
H -3.9236 -3.0426 5.2605  0.40
H -2.5057 -0.8863 6.1956  0.45
H -6.2642 -0.1689 4.1912  0.36
H 0.8364 1.4567 -1.9739  0.43
H 5.9948 3.4335 2.4016  0.34
H -3.6037 5.0560 9.9237  0.31
H -3.2364 0.1005 -0.8820  0.36
H -0.4582 7.0737 10.1468  0.33
H -2.1479 2.5574 4.1475  0.14
H 4.4644 -0.6753 3.5950  0.47
H -0.4902 6.1709 11.6723  0.44
H -1.9431 -4.0180 0.5853  0.42
H -0.2686 3.3650 10.4593  0.41
H -5.3539 -1.9863 5.3432  0.42
H 2.9975 -4.0423 -0.3435  0.40
H -2.9285 6.6851 9.8090  0.32
H 0.7672 0.1061 5.1723  -0.37
H -1.5043 1.3311 6.9024  0.70
H -7.2659 1.2892 2.4607  0.37
H -3.8654 0.2529 6.0347  0.28
H 1.7971 -3.9287 7.3718  0.44
H 3.2073 -1.6404 -0.9586  0.34
H -2.4746 7.7126 4.7500  0.32
H 0.6336 5.6985 10.3734  0.35
H -2.3776 3.7312 -0.5162  0.42
H 3.7709 3.5757 3.1640  0.49
H 0.0529 4.9651 4.7409  -0.40
H -0.9933 -5.3313 1.3175  0.31

(2)
Molecular formula: C58H77N10O13
Method: DFT, the ωB97M-V functional and the def2-TZVPD basis

Summary:
Lowest unoccupied orbital energy   -0.1119 hartree
Largest force on an atom   4.201 eV/Å
Gap between HOMO and LUMO   6.692 eV
Total energy   -102887.7956 eV
Net charge   +1
M   1122.31 Da

Last column: Mulliken charge in e.
CARTESIAN COORDINATES (ANGSTROEM)
O -1.5454 3.5415 7.6726  -0.61
O 7.1965 -1.2352 3.7921  -0.56
O 6.4282 2.5464 10.2472  -0.64
O 2.2742 -1.0827 -6.2527  -0.51
O 2.5635 3.8331 -5.4564  -0.32
O 4.9630 1.8809 8.8026  -0.57
O -3.5741 4.2384 7.8975  -0.60
O -2.8458 -4.8064 -4.5018  -0.60
O -4.8438 -4.0565 -4.1870  -0.59
O 0.9902 3.6517 -4.1131  -0.22
O -6.6276 0.2310 1.9272  -0.59
O -8.7533 0.5679 2.0507  -0.60
O 5.9426 -1.5917 5.5107  -0.62
N 5.5046 2.7463 9.4719  1.01
N 6.8118 -0.9739 4.9209  1.04
N 1.3453 0.8161 -5.0901  0.80
N 0.4769 1.0681 -7.4006  0.16
N -0.9110 0.4647 -5.5850  -0.03
N -2.7379 3.4907 7.4235  1.02
N 1.3883 3.7708 -5.4337  0.14
N -7.6744 0.6941 1.5047  1.04
N -1.3152 -2.4367 0.8215  0.38
N -4.0474 -4.8126 -4.7167  1.04
C 1.4599 -2.2730 -6.3713  0.50
C -6.4077 -6.7088 -6.9037  -0.54
C -4.5412 2.3947 6.1454  -0.33
C -2.2754 1.5771 5.9384  -0.47
C 0.3479 0.8207 -6.1330  -0.74
C -7.6276 1.4599 0.2537  0.06
C -6.4186 1.6092 -0.4113  -0.17
C 3.9391 4.3797 8.4960  -0.29
C -5.1312 -0.4335 -4.8170  -1.28
C -5.9231 -5.7991 -5.9752  -0.24
C 2.9075 -2.5856 2.6883  -0.58
C -2.9218 -2.1050 2.4503  -0.95
C -2.3132 -1.6231 0.3157  -0.12
C 8.5661 2.3246 6.8989  -0.61
C -8.7918 2.0326 -0.2388  -0.45
C -0.1123 -2.8826 0.0919  -0.42
C 5.6141 5.1348 10.0680  -0.32
C 3.5493 0.2700 0.9251  0.53
C -1.6715 -2.7334 2.1400  -0.48
C -2.8729 -1.0248 -3.5561  -0.65
C -6.3752 2.3516 -1.5827  -0.40
C -3.3707 -1.3248 1.2503  -0.23
C 4.4531 -2.7676 2.4542  -0.51
C 5.0107 4.1187 9.3394  0.14
C 7.4315 0.1610 5.6115  0.07
C 4.8643 -0.2971 1.5828  -0.69
C -0.6456 1.0480 -8.3730  -0.77
C 8.9648 2.0004 5.6064  -0.48
C 3.7353 1.6347 0.1569  -1.17
C 7.0326 0.4725 6.9040  -0.40
C 3.4586 5.6767 8.3912  -0.53
C 2.4150 1.5641 -2.0729  -0.24
C -3.6927 -6.6801 -6.2867  -0.24
C -4.1851 -7.5888 -7.2121  -0.53
C 5.1299 6.4300 9.9559  -0.51
C -2.7082 0.6181 5.0335  -0.19
C -2.0242 0.3067 -3.4090  -0.44
C -0.6513 0.1180 -4.1619  -0.48
C 1.0500 0.8647 -2.4581  -1.60
C -3.6989 -1.1330 -4.8880  0.07
C -4.0501 0.5506 4.6809  -0.09
C 1.9889 -3.3328 1.6407  -0.67
C -5.5397 -7.6000 -7.5230  -0.39
C -4.9663 1.4346 5.2374  -0.61
C -3.1960 2.4612 6.4837  -0.05
C 4.0512 6.6994 9.1221  -0.36
C 5.0402 -1.8483 1.3118  -0.75
C -0.0378 2.6641 -3.9503  -1.10
C 2.1319 -0.4464 -4.9898  -0.55
C 7.6047 1.5599 7.5489  -0.36
C -4.5666 -5.7887 -5.6787  0.07
C 0.5071 1.1813 -3.9025  0.75
C 8.3989 0.9133 4.9576  -0.37
C -7.5337 2.9375 -2.0785  -0.55
C 1.2226 -2.3044 0.6860  0.07
C 2.3372 1.9903 -0.5312  -0.70
C 0.8852 -2.2803 -7.8591  -1.03
C -8.7404 2.7761 -1.4095  -0.43
H -0.3766 1.7188 -9.2332  0.37
H 1.7531 -1.1691 -4.2240  0.52
H -0.8100 2.8402 -4.7420  0.49
H -0.8092 0.0305 -8.8075  0.28
H -3.5127 -8.2872 -7.6949  0.37
H -5.0226 0.6396 -5.1078  0.32
H 6.4525 4.9340 10.7225  0.45
H -0.5306 2.8690 -2.9620  0.39
H -9.7365 1.9124 0.2754  0.45
H -1.8839 0.4581 -2.3014  0.29
H 5.5906 7.2304 10.5217  0.37
H 6.2824 -0.1151 7.4171  0.48
H 2.6188 5.8911 7.7415  0.39
H 1.1914 -0.2427 -2.3800  -0.16
H 1.0703 -1.3198 1.2038  0.25
H -1.9986 -0.0760 4.5983  0.45
H -2.2622 -1.9558 -3.3774  0.35
H -1.0434 -3.3705 2.8004  0.32
H 5.7277 0.2125 1.0677  0.37
H -6.6070 -5.1091 -5.4980  0.44
H 2.6903 -1.4905 2.7536  0.19
H 1.2115 -3.9235 2.2011  0.34
H 1.2399 -3.1532 -8.4564  0.37
H 1.1369 -1.3252 -8.3962  0.22
H 2.0111 -3.2168 -6.1404  0.48
H -0.2397 -2.3147 -7.8350  0.22
H 3.2338 0.8182 -2.2150  0.31
H 3.6698 7.7110 9.0424  0.38
H -1.6976 1.0907 -5.7452  0.66
H -6.0121 1.3769 4.9602  0.44
H -7.4957 3.5236 -2.9898  0.38
H 1.4771 1.4767 -0.0328  0.44
H -5.7915 -0.9878 -5.5335  0.42
H -3.6249 -1.0122 -2.7148  0.56
H -0.1422 -4.0013 0.0270  0.32
H 6.1385 -2.0615 1.2047  0.38
H -0.2225 -2.4877 -0.9534  -0.23
H 3.1667 -0.1568 -4.6657  0.24
H -3.4716 -2.1707 3.4149  0.59
H 3.2122 -0.4724 0.1486  -0.53
H 7.2965 1.8109 8.5524  0.61
H 5.0140 -2.5286 3.3897  0.01
H -5.9205 -8.3061 -8.2521  0.38
H -2.6418 1.1660 -3.7764  0.46
H 4.5358 -2.1602 0.3550  0.37
H 0.5509 -2.1449 -5.7166  -0.34
H -5.4898 -0.5510 -3.7574  0.26
H 9.7158 2.5986 5.1045  0.38
H -4.3837 -0.1940 3.9679  0.10
H 4.9461 -0.0281 2.6655  0.22
H 2.6424 2.4930 -2.6466  0.33
H -2.6359 -6.6771 -6.0533  0.44
H 3.4710 3.5898 7.9231  0.46
H 3.9999 2.4867 0.8421  0.33
H -0.3564 -0.9391 -3.9279  0.19
H -4.2744 -0.6922 1.1249  0.18
H -9.6416 3.2330 -1.7996  0.39
H -1.2274 1.6242 6.2046  0.46
H -5.5102 1.1596 -0.0312  0.41
H 1.3986 1.2916 -7.7753  0.36
H 0.2327 1.1478 -1.7389  0.86
H 9.0069 3.1785 7.4016  0.41
H 2.6951 0.3849 1.6393  0.39
H 1.9207 -2.1569 -0.1888  0.02
H 2.6761 -3.0077 3.7078  0.41
H -3.8976 -2.2269 -5.0956  -0.19
H 4.6649 -3.8429 2.2046  0.42
H 2.5531 -4.0560 0.9959  0.39
H 2.1604 3.0954 -0.4232  0.45
H -1.5984 1.4257 -7.9364  0.24
H -3.1891 -0.7184 -5.7947  0.07
H -5.4363 2.4776 -2.1088  0.45
H 4.5497 1.4941 -0.6020  0.46
H -5.2615 3.0795 6.5739  0.44
H -2.3487 -1.2193 -0.7169  0.28
H -7.4628 -6.7220 -7.1477  0.38
H 8.7154 0.6684 3.9520  0.45

E_HOMO for the records above, in order: -5.1 -9.7 eV